C5H14NO2 | wB97M-V/def2-TZVPD

The geometry in ORCA input format:
```
! wB97M-V def2-TZVPD RIJCOSX def2/J DEFGRID3
* xyz 1 1
O 7.069 -0.584 -1.149
O 6.695 0.618 1.115
N -1.926 -0.382 -0.988
C -3.247 1.769 0.428
C -3.582 -1.833 -0.186
C -3.096 0.358 1.028
C -0.570 0.060 -0.450
C -2.879 -0.652 -0.081
H -3.368 2.567 1.167
H -0.233 0.681 -1.308
H -2.302 1.940 -0.112
H 6.916 -0.310 1.212
H 7.059 1.155 1.820
H -0.134 -0.946 -0.320
H 6.727 -1.085 -1.893
H -4.478 -2.026 0.375
H -3.900 0.025 1.655
H -2.135 0.379 1.509
H -4.045 1.814 -0.348
H 6.423 0.088 -0.909
H -3.217 -2.722 -0.713
H -1.777 -0.916 -1.851
*
```

Summary:
- LUMO: -8.44 eV
- Frontier orbital gap: 4.510 eV
- E_tot: -10984.1500 eV
- Energy relative to the best compared isomer or geometry (same formula, charge and spin): 176.51 kcal per mole